Molecular formula: C5H11NO3S
Method: DFT, ωB97M-V/def2-TZVPD

XYZ file:
```
21
Properties=species:S:1:pos:R:3:forces:R:3
C 1.8078 -0.1338 -2.2157 -0.2 -2.2 -2.0
C 0.9375 -0.5825 -1.3055 0.2 -0.2 0.8
C -0.6797 0.4402 2.0439 -0.3 -0.9 -0.8
C -0.3891 -1.6645 0.9813 2.7 -0.1 -5.1
C 0.1983 0.2984 -0.2956 1.8 -0.3 -1.4
N -0.1928 -0.2207 0.8177 -0.9 -0.9 0.8
O -0.6590 2.7516 0.1541 -3.4 1.8 2.2
O 1.6585 2.1582 -0.0100 -1.0 0.2 -0.9
O 0.2418 2.3201 -2.0189 -0.2 0.0 -1.6
S 0.3108 2.1437 -0.6213 4.8 -2.4 1.0
H 2.2214 -0.8877 -3.0503 -0.6 1.7 2.4
H 2.0345 0.8839 -2.3204 0.3 1.2 -0.4
H 1.0590 -1.6712 -1.1858 -1.0 0.5 0.2
H -1.6534 -0.0067 2.2834 0.2 0.3 0.0
H 0.0317 0.1651 2.8069 0.2 0.2 0.4
H -0.7582 1.4694 1.8598 0.0 1.4 0.2
H -0.5480 -2.0651 -0.0595 -0.9 0.2 1.3
H 0.4791 -2.2236 1.1880 1.6 -0.1 1.0
H -1.0830 -1.8911 1.6669 -2.8 -0.6 2.1
H -2.3308 -0.3582 -0.1832 -0.5 -0.4 -0.4
H -2.6863 -0.9254 -0.5356 0.2 0.4 0.2
```
Forces are in eV/Å.

Values from the calculation:
E_HOMO = -9.677 eV
Relative energy (zero: lowest compared OMol25 entry of this formula, charge and spin) = 387.4 kJ/mol
Gap between HOMO and LUMO = 8.923 eV

***

Molecular formula: C5H11NO4
Method: DFT, ωB97M-V/def2-TZVPD

XYZ file:
```
21
Properties=species:S:1:pos:R:3:forces:R:3
C -1.2144 0.0355 0.7037 -0.1 -0.1 0.0
C 0.1361 -0.6836 0.5523 0.0 0.1 -0.1
C 0.6209 -0.3483 -1.8708 0.1 0.0 0.2
C -1.0772 1.5433 0.8375 0.0 -0.1 0.0
N 1.0221 -0.1094 -0.4734 0.2 -0.1 0.0
C 2.5065 -0.5205 -0.2222 -0.3 0.1 0.0
O -2.0756 -0.1881 -0.4051 0.1 0.0 0.2
O -1.7640 -0.5569 1.8686 0.1 0.1 -0.2
O 2.9711 0.6435 0.0771 -0.1 -0.2 -0.1
O 2.9361 -1.6302 -0.3238 -0.1 0.3 0.0
H -2.2543 -1.1367 -0.4519 0.0 0.0 0.0
H -2.6143 -0.1348 2.0453 0.1 0.0 0.0
H 1.7570 0.9263 -0.1521 0.1 -0.1 0.0
H -0.0391 -1.7439 0.3441 0.0 0.0 0.0
H 0.6512 -0.6167 1.5105 0.0 0.0 0.0
H -0.3652 0.0701 -2.0511 0.0 0.0 0.0
H 0.6085 -1.4226 -2.0747 0.0 0.0 0.0
H 1.3496 0.1270 -2.5272 0.0 0.0 0.0
H -0.4178 1.7860 1.6702 0.0 0.0 0.0
H -0.6773 1.9790 -0.0768 0.0 0.0 0.0
H -2.0599 1.9810 1.0197 0.0 0.0 0.0
```
Forces are in eV/Å.

Values from the calculation:
E_HOMO = -10.133 eV
Relative energy (zero: lowest compared OMol25 entry of this formula, charge and spin) = 184.2 kJ/mol
Gap between HOMO and LUMO = 10.584 eV

***

Molecular formula: C5H11NO4
Method: DFT, ωB97M-V/def2-TZVPD

XYZ file:
```
21
Properties=species:S:1:pos:R:3:forces:R:3
C -0.9375 -2.1954 1.0463 0.0 -0.3 0.1
N -0.3434 -1.2139 0.1532 0.3 0.7 -1.4
C 1.0709 -0.9961 0.2429 0.2 -2.5 1.4
C 1.4853 0.0536 1.2384 -0.1 0.6 -0.3
O 1.8515 -1.7998 -0.2404 -0.5 1.5 -0.2
H -0.8909 -3.1709 0.5531 0.0 -0.1 0.4
H -1.9900 -1.9456 1.1955 0.1 0.0 0.2
H -0.4055 -2.2418 1.9984 -0.2 0.0 0.0
H -0.4998 -1.5704 -0.7870 0.1 0.1 0.0
H 2.3320 0.6095 0.8285 0.0 -0.1 0.2
H 0.6656 0.7385 1.4645 0.1 -0.1 -0.1
H 1.7882 -0.4191 2.1746 0.1 -0.1 -0.2
C 0.6790 2.0323 -1.6222 0.3 0.3 0.2
O -0.1622 0.8824 -1.6980 -2.6 -0.9 1.4
C -1.3632 0.7671 -0.9146 0.0 1.8 -2.2
O -2.3824 0.2268 -1.2962 2.1 0.0 0.4
O -1.3731 1.6586 0.1037 -0.1 -0.6 0.1
H 1.6508 1.7168 -1.2301 -0.1 0.1 0.0
H 0.8229 2.4104 -2.6383 -0.1 -0.2 0.1
H 0.2937 2.8486 -1.0040 -0.1 -0.4 0.0
H -2.2919 1.6084 0.4316 0.5 0.1 0.0
```
Forces are in eV/Å.

Values from the calculation:
SMILES = CNC(C)=O.COC(=O)O
E_HOMO = -9.406 eV
Relative energy (zero: lowest compared OMol25 entry of this formula, charge and spin) = 177.8 kJ/mol
Gap between HOMO and LUMO = 9.986 eV

***

Molecular formula: C5H11NO4Si
Method: DFT, ωB97M-V/def2-TZVPD

XYZ file:
```
22
Properties=species:S:1:pos:R:3:forces:R:3
C -2.7921 -1.9980 0.5295 2.1 4.2 -1.6
C -2.2862 -0.4863 0.3444 -1.0 0.3 0.7
O -2.9876 0.5082 0.2620 0.9 -1.5 -0.2
O -0.9309 -0.4216 0.3635 0.4 0.3 -0.7
Si -0.0084 0.8937 -0.2294 0.0 1.5 0.0
C -0.4103 1.2617 -2.0246 1.2 0.3 -0.2
N -0.0125 2.3071 0.7227 -0.5 2.1 2.4
O 1.5829 0.4918 -0.0158 -0.1 -0.8 -0.2
C 2.3907 -0.5698 -0.2780 -0.2 -0.2 -0.3
C 3.1712 -0.8693 0.9914 -0.6 -1.7 0.2
O 2.4425 -1.1330 -1.3523 -0.1 0.7 1.5
H -3.4091 -1.9323 1.3472 -1.8 -0.4 1.7
H -3.2658 -2.1296 -0.4199 -0.4 -1.0 -0.3
H -1.8575 -2.4374 0.7386 0.5 -1.5 -0.1
H -0.6120 0.2276 -2.3239 -0.4 0.3 -0.8
H -1.2169 1.9818 -2.2229 -0.1 -0.7 0.3
H 0.4644 1.6556 -2.6602 -1.0 -0.8 1.3
H 0.4057 2.4357 1.7258 -1.1 -0.7 -2.9
H -0.6907 3.1019 0.5512 1.1 -1.7 0.2
H 3.9463 -1.6151 0.7724 -0.2 0.2 0.2
H 3.6229 0.0241 1.3899 0.0 0.3 0.1
H 2.4533 -1.2970 1.7885 1.0 0.7 -1.3
```
Forces are in eV/Å.

Values from the calculation:
SMILES = CC(=O)O[Si](C)(N)OC(C)=O
E_HOMO = -9.899 eV
Relative energy (zero: lowest compared OMol25 entry of this formula, charge and spin) = 8.4 kJ/mol
Gap between HOMO and LUMO = 10.486 eV

***

Molecular formula: C5H11NOS
Method: DFT, ωB97M-V/def2-TZVPD

XYZ file:
```
19
Properties=species:S:1:pos:R:3:forces:R:3
C -0.6753 2.9124 -0.3412 0.5 0.6 -0.4
C -0.6011 1.7801 0.6773 0.7 0.1 0.1
N -0.0112 0.5748 0.1124 0.0 -0.3 -0.4
C -0.6124 -0.6529 0.2101 0.2 0.6 0.1
O -1.4646 -0.8839 1.0424 -0.2 -0.2 -0.1
C -0.0940 -1.6735 -0.7766 0.0 -0.8 0.1
C 1.2614 -2.2679 -0.3635 -0.5 0.4 1.0
S 1.1383 -3.2896 1.1583 0.1 -0.1 -0.3
H -1.6415 3.3714 -0.5088 -0.5 -0.4 0.1
H -0.0500 3.7734 -0.0806 0.1 -0.3 0.2
H -0.3024 2.5662 -1.3033 -0.1 0.0 -0.2
H 0.0005 2.1182 1.5235 -0.1 -0.1 0.1
H -1.5603 1.4701 1.0389 -0.6 0.0 0.3
H 0.6729 0.6637 -0.6219 -0.1 0.2 0.0
H -0.8026 -2.4972 -0.7779 -0.2 0.0 0.0
H -0.0640 -1.2834 -1.7957 0.2 0.2 0.0
H 1.9648 -1.4859 -0.0918 0.3 0.0 -0.5
H 1.6474 -2.9228 -1.1262 0.3 -0.1 -0.3
H 1.1941 -2.2732 2.0245 -0.1 0.0 0.0
```
Forces are in eV/Å.

Values from the calculation:
SMILES = CCNC(=O)CCS
E_HOMO = -9.019 eV
Relative energy (zero: lowest compared OMol25 entry of this formula, charge and spin) = 64.7 kJ/mol
Gap between HOMO and LUMO = 9.760 eV

***

Molecular formula: C5H11NOS
Method: DFT, ωB97M-V/def2-TZVPD

XYZ file:
```
19
Properties=species:S:1:pos:R:3:forces:R:3
C -0.3802 1.1946 -0.6966 -0.4 -0.2 -0.1
C -0.2242 -2.0414 -0.1560 -0.6 0.7 2.9
C 1.9513 0.8871 -0.5260 -1.3 0.7 1.9
C 0.6859 1.2533 1.5899 -0.7 -2.0 0.5
C -1.1796 -2.0856 -1.0642 2.5 0.0 0.3
N 0.6210 1.0540 0.1187 1.4 1.0 0.3
O -2.4413 -1.9135 -0.8084 -2.5 -0.6 -2.5
S -1.9028 1.4385 0.0984 -0.4 0.3 -0.6
H 0.8319 -2.0075 -0.2328 0.7 -0.4 -0.9
H -0.5170 -1.8199 0.9250 0.1 -0.4 -1.4
H -2.5472 1.5825 -1.0907 0.0 -0.1 0.7
H 2.6663 1.1645 0.2216 0.9 -0.9 0.3
H 1.9865 -0.0154 -1.0542 0.5 -1.7 -0.1
H 2.0802 1.6240 -1.2249 0.0 1.9 -2.0
H -0.0310 0.5084 2.0134 0.4 0.4 -0.1
H 1.6957 0.8741 1.9161 -1.1 1.0 0.0
H 0.3282 2.2221 2.0124 0.8 -0.4 -0.8
H -0.9471 -2.2425 -2.0971 -0.2 -0.1 -0.5
H -2.6766 -1.6774 0.0555 0.1 0.6 2.1
```
Forces are in eV/Å.

Values from the calculation:
E_HOMO = -8.028 eV
Relative energy (zero: lowest compared OMol25 entry of this formula, charge and spin) = 439.0 kJ/mol
Gap between HOMO and LUMO = 8.741 eV

***

- What is the E_HOMO in the third record?
  -9.406 eV